1.
14
Properties=species:S:1:pos:R:3:forces:R:3:nbo_charge:R:1 method="wB97M-V/def2-TZVPD" lumo_energy_ev="-4.58 / -4.47" e_above_lowest_kcal_mol=156.24 charge=+1 orbital_gap_ev="7.862 / 7.719" e_homo_ev="-12.44 / -12.19" fmax_ev_per_a=5.14 e_tot_ev=-6791.3134
C 0.94300 1.07293 -0.35626 -2.6028 -2.4909 0.2609 -0.12
C 1.50088 -0.97983 0.13433 0.9631 -1.1446 0.6527 0.20
H -1.94482 -0.08402 1.12867 -1.5541 -0.1875 -0.9006 0.46
H -0.98278 -0.08311 -1.46655 -0.4975 -0.1988 -1.1515 0.24
C 1.76155 0.31346 0.44179 -0.4901 1.2328 -0.5951 -0.39
H -0.18818 -2.13492 0.52007 -0.7497 -0.6642 1.2282 0.28
H -1.04279 1.09499 1.07332 0.9826 0.3264 -0.1834 0.45
N -1.55054 0.52062 0.39859 0.9431 -0.1050 2.8896 -0.69
C 0.12198 -1.38826 -0.15598 0.4061 0.9305 1.0204 -0.62
C -0.63735 -0.17941 -0.47937 3.6259 3.5488 -0.7997 -0.04
H 2.66637 0.63484 0.88532 0.7944 0.4448 0.3779 0.27
H 1.13488 1.90384 -1.03031 -0.0405 -0.1625 -0.0242 0.23
H 0.28046 -1.92976 -1.01528 -0.2975 -1.3749 -2.4156 0.29
H -2.06265 1.23863 -0.07835 -1.4831 -0.1549 -0.3595 0.46

2.
12
Properties=species:S:1:pos:R:3:forces:R:3:nbo_charge:R:1 method="wB97M-V/def2-TZVPD" lumo_energy_ev="0.39 / -1.74" e_above_lowest_kcal_mol=7.51 orbital_gap_ev="4.254 / 7.444" s_squared=2.0135 e_homo_ev="-3.86 / -9.18" fmax_ev_per_a=4.04 e_tot_ev=-18492.3859 spin_multiplicity=3
C 0.23147 0.35343 -0.11991 -2.6582 1.7526 -0.1731 -0.20
H 0.51485 -1.86646 -0.19948 -0.3276 0.0372 0.1498 0.21
C 0.88711 -0.86859 -0.03978 1.5570 -3.6492 -0.7405 0.00
N 2.17587 -0.67965 -0.00132 0.2420 -3.4764 0.0902 -0.45
C 2.42182 0.59948 0.03614 0.2925 0.8656 -0.0180 0.17
N -2.05467 -0.61194 0.07836 -3.3068 -1.0905 1.0182 -1.01
H -3.10558 -0.40026 -0.04597 2.0629 -0.8947 0.2403 0.38
S -1.34690 0.89492 -0.07295 0.8713 0.3301 -0.1790 0.58
H -1.92599 -1.10534 1.00109 -0.1289 0.9270 -1.0377 0.38
H 3.37938 0.96692 0.22349 1.0352 0.9310 0.2660 0.19
N 1.23370 1.25912 0.05697 0.2963 0.9427 -0.4337 -0.63
H 0.94398 2.13971 0.26368 0.0642 3.3246 0.8173 0.38

3.
49
Properties=species:S:1:pos:R:3:forces:R:3:nbo_charge:R:1 method="wB97M-V/def2-TZVPD" lumo_energy_ev="-8.68 / -7.88" charge=+2 orbital_gap_ev="6.298 / 7.134" s_squared=0.7898 e_homo_ev="-14.98 / -15.01" fmax_ev_per_a=1.16 e_tot_ev=-61268.0006 spin_multiplicity=2
C 2.62776 -0.05547 -1.26152 -0.1968 0.1229 0.1174 0.38
C -0.66133 2.68048 0.42408 -0.2728 -0.1416 -0.0125 -0.13
C -3.26856 -2.38275 -2.57971 -0.1527 -0.0391 -0.0643 -0.22
C 0.97148 -0.61688 2.34449 -0.1446 -0.0413 -0.0990 0.05
C -4.20364 -1.35906 -2.35769 -0.0567 -0.0684 -0.0706 -0.07
N -0.08681 -1.03079 1.62853 -0.1193 -0.0468 0.0513 -0.46
C -1.21294 -1.41349 2.25373 0.1083 0.0725 -0.1339 0.06
H 1.86464 -0.34105 1.79789 0.0131 0.0014 -0.0214 0.23
H -4.56981 0.53745 -1.40576 -0.0129 -0.0171 -0.0127 0.27
H 1.79518 -0.22375 4.26483 -0.0186 -0.0017 0.0063 0.26
H -2.02529 -1.77292 1.63442 -0.0214 -0.0118 -0.0142 0.22
H 5.21306 -1.34646 -3.01825 -0.0127 -0.0135 0.0018 0.26
C 3.25668 -2.23817 -2.83625 0.0797 0.0319 -0.1380 -0.21
N -1.69295 -1.15888 -1.27233 -0.6331 0.0002 -0.1950 -0.56
H -0.30336 -0.89010 5.45064 0.0079 -0.0047 -0.0171 0.26
C 0.72592 2.72417 0.33492 0.3545 -0.0817 -0.0694 -0.03
H -2.25035 -1.67883 4.09216 0.0127 0.0074 0.0125 0.26
H 1.23479 5.83269 1.46552 -0.0283 -0.0024 0.0060 0.25
C -2.03794 -2.27006 -2.01672 0.0764 0.5440 0.3668 0.05
C -1.39518 3.76009 0.87456 -0.0027 0.0936 0.0357 -0.13
N 0.05196 0.63402 -0.39524 -0.2180 0.4954 -0.3600 -0.61
C 0.65003 -3.04590 0.17927 -0.3032 -0.7962 0.0345 -0.18
N 0.74139 -4.18670 0.35905 0.0928 0.2624 -0.0212 -0.22
C -3.87166 -0.26429 -1.59905 -0.1426 0.1050 0.0354 -0.21
N -2.29597 1.01271 -0.36703 -0.0833 -0.2414 -0.1327 -0.44
C 3.90162 -0.17585 -1.80931 0.1402 0.0649 -0.0355 -0.20
H 4.60299 0.62132 -1.60927 0.0015 -0.0163 -0.0145 0.27
V 0.00803 -1.22987 -0.41799 1.0925 -0.1547 0.3581 1.46
H -1.29351 -3.05326 -2.10603 0.0646 0.0075 0.0439 0.24
N 1.70920 -1.04748 -1.44760 0.2276 0.0379 -0.1619 -0.52
C 1.44230 3.84660 0.69546 -0.0071 0.1009 0.0217 -0.17
C -1.32772 -1.36523 3.62523 -0.0353 -0.0117 0.0477 -0.21
C 2.03265 -2.10578 -2.25188 -0.0823 0.2596 0.3385 0.06
H 1.28011 -2.87253 -2.37590 -0.0358 -0.0200 0.0546 0.23
H 2.52017 3.88296 0.60775 -0.0288 -0.0054 -0.0030 0.25
C -1.09556 1.38496 -0.10426 0.2224 -0.0299 -0.0378 0.49
C 0.71184 4.93321 1.16885 0.0059 -0.0023 0.0030 -0.15
C -2.59115 -0.14081 -1.06261 0.2979 -0.0553 0.0088 0.39
C 0.92352 -0.55564 3.71872 0.0513 0.0260 0.0746 -0.20
C 4.22265 -1.25927 -2.59118 0.0465 -0.0186 -0.0280 -0.08
H -5.19584 -1.43456 -2.78426 0.0190 -0.0124 0.0036 0.26
N 2.37115 1.12147 -0.56547 0.1509 -0.3740 -0.2240 -0.43
H -2.47517 3.72761 0.92599 0.0163 0.0012 -0.0060 0.25
C -0.24333 -0.92976 4.37088 0.0071 0.0013 0.0506 -0.09
C 1.18543 1.45280 -0.24193 -0.5021 -0.0491 0.2022 0.44
H 3.45999 -3.09824 -3.45740 0.0174 0.0100 -0.0001 0.27
C -0.68022 4.89102 1.25709 0.0177 -0.0022 0.0018 -0.16
H -1.21171 5.75910 1.62286 0.0028 -0.0055 -0.0009 0.25
H -3.51453 -3.25886 -3.16229 -0.0157 0.0193 -0.0030 0.27

4.
112
Properties=species:S:1:pos:R:3:forces:R:3:mulliken_charge:R:1 method="wB97M-V/def2-TZVPD" lumo_energy_ev=3.95 e_above_lowest_kcal_mol=14.48 charge=-2 orbital_gap_ev=6.372 e_homo_ev=-2.43 fmax_ev_per_a=2.83 e_tot_ev=-184498.9435
C -2.10903 2.98833 0.49955 -0.1482 0.5035 -0.0924 0.56
N 0.72344 1.09482 -5.39435 0.8256 2.1092 1.3243 0.00
C -4.67666 -1.60238 0.67202 -0.6355 -0.1428 0.3618 -0.89
H 4.78926 1.96476 -5.35138 0.6624 -0.0736 -1.2477 0.56
H 2.73065 -2.18490 -3.73523 -0.1704 0.0979 -0.2902 0.10
H 2.66392 2.59577 2.50066 0.0407 0.2785 -0.2435 0.05
C -1.21643 1.31701 5.24943 -0.0572 0.8630 -0.9062 -0.57
H -5.49200 2.90312 2.32051 0.8533 0.0249 0.4895 0.30
N 3.09583 1.92213 -4.11901 -0.2582 -0.4828 -0.8936 0.49
C -4.51952 3.34981 0.55375 1.9665 0.8943 0.0249 -0.51
H 0.90814 -4.95667 0.95560 0.1087 -0.3208 -0.1580 0.47
H -1.81304 0.94440 7.23301 -0.0557 0.0662 0.3741 0.42
H -0.06977 -5.48242 5.06080 0.0102 -0.7083 1.1987 0.44
C 2.88674 2.19140 -2.82823 -0.1727 0.2821 0.1430 -0.22
C -4.48295 3.00646 1.88282 -0.7477 -1.0032 0.5453 -0.74
S -1.09815 0.25224 -1.46350 -0.4579 0.0754 -0.0825 0.54
C -1.14693 -3.11806 2.90164 0.2689 -0.0541 -0.9882 -0.54
H -2.08776 -1.66897 -4.55961 -0.2184 0.1008 0.0281 0.23
H 0.44971 -2.71442 -2.74170 -0.0019 -0.3733 0.2906 0.32
C -3.41787 -2.11153 0.86132 0.4652 -0.5469 -0.5320 -0.34
H 1.97183 2.39517 4.01826 -0.2922 -0.7244 1.2066 0.34
C -4.84542 -0.41387 -0.01260 0.3985 0.6569 -0.6738 -0.92
Hf 1.21328 0.01891 -0.10793 0.1069 0.1184 -0.3708 0.16
H 1.07441 -6.22006 3.03641 0.0844 -0.1576 0.1062 0.35
H 4.80315 4.09352 -0.89060 -0.6498 -0.5798 -0.2576 0.39
As -0.54493 -2.34930 0.11152 0.0089 -0.5324 0.9699 1.24
C -1.02925 -3.81905 4.07321 -0.1809 -0.5220 1.1544 -0.78
H -1.58189 -3.41599 4.93597 0.4769 -0.3540 -0.2247 0.32
C -1.50511 -5.40153 -3.38412 0.1045 0.1626 0.6609 -0.62
C -1.82878 -4.59820 -1.13774 -0.9445 -0.9791 1.5656 -0.29
C -0.21525 -3.55457 -2.52553 0.5542 0.1063 -0.5161 -0.23
O 3.45497 -1.38966 3.02613 0.4532 -0.4443 1.3362 -0.66
C -2.33232 -1.57313 0.19607 0.2947 0.0429 0.3710 -0.27
C -0.49273 0.98071 4.07900 -0.7605 0.4251 0.3557 0.95
O 0.29654 1.02153 1.37365 0.3237 -0.5045 -0.6301 1.77
O 3.13976 0.80385 0.35477 -1.5197 0.2783 -0.8267 -0.33
H -2.31390 1.11196 -4.23640 -0.7584 0.1097 0.4072 0.63
O 2.01553 -1.25882 1.29709 0.8993 0.3908 1.5864 -0.46
C 0.28421 -0.90929 5.35896 -0.4161 0.2959 -0.2772 -0.73
H 1.29953 3.71105 0.56982 -0.2753 -0.4537 -0.1606 0.18
B 2.14659 1.70767 -5.49938 0.5629 -0.2575 -0.9409 0.25
O 4.99135 0.47575 1.46478 0.5423 0.1016 0.6362 -0.75
C -1.39152 1.01904 -4.73535 1.2725 -0.5072 -0.5733 -1.00
Si -0.37604 1.94902 2.46237 -0.7608 1.3793 0.7380 -1.36
H -0.14248 4.65665 0.97731 -0.1993 0.1363 0.0135 0.28
C -2.16936 -5.43928 -2.16129 -1.0099 -0.9262 -0.8816 -0.74
H -0.31129 -1.10599 7.40327 -0.1902 -0.1871 0.1736 0.38
C -1.19629 0.60624 6.42056 -0.2637 -0.2380 -0.0912 -0.74
C -2.46935 -0.39705 -0.53188 -0.3060 0.4250 -0.7571 0.39
C 4.42139 2.21003 -4.40925 -0.9165 0.0584 1.8936 -1.00
H 2.81073 1.03268 -6.31032 -0.2575 0.3959 0.9068 -0.20
N -1.07280 -0.13271 -5.47694 0.2416 1.8124 0.7070 0.30
H -2.80355 -1.04602 -6.05502 -1.2658 0.1219 -0.6635 0.36
C 0.22953 -0.18356 4.14679 1.4561 -1.4147 0.0848 0.32
H -1.71188 -2.19417 2.91140 -0.0208 -0.0115 -0.0893 0.40
H 0.85932 -0.55422 3.28304 -0.9306 0.4571 1.0595 0.01
C -0.83315 -3.68712 -1.29712 0.4981 1.7901 0.1311 0.63
H -3.79536 1.16389 -1.14127 -0.3172 -0.1641 -0.0671 0.59
C 3.09618 -0.88489 2.01543 -1.9029 -0.4647 -2.0483 0.45
C -3.28341 3.43985 -0.09296 0.1841 -0.6288 -0.2940 -1.17
H -1.82243 2.20902 5.24871 -0.1182 0.2984 -0.1179 0.26
H -1.80341 -6.07457 -4.17720 0.1587 0.0013 -0.0556 0.39
H 0.09232 -4.47680 -4.43975 0.0633 0.3136 -0.3285 0.46
H 3.86829 -0.92398 -3.19616 -0.3820 -0.2533 0.1305 -0.24
H -3.23770 -2.98198 1.45786 -0.2735 -0.5157 0.1942 0.40
H -0.12441 2.67118 -4.08257 0.2060 -0.3803 -0.5759 0.81
H -1.35629 -2.05807 -6.09390 -0.0100 0.0445 -0.2877 0.30
C 3.52476 -1.95533 -3.04109 0.5442 0.0790 -0.0141 0.37
C -3.28136 2.60405 2.51731 -0.7428 0.3139 -0.5290 -0.39
H -2.34040 -4.68235 -0.15792 0.2525 0.0723 -0.7342 0.16
O 1.97474 -1.33125 -1.46683 -1.1126 1.0855 -0.6786 0.27
C -0.24110 -4.98637 4.15571 -0.9039 1.9338 -1.1275 -0.83
C 0.40740 -5.36997 3.01344 0.8568 -0.7778 -0.5186 -0.56
H 4.71642 2.42001 -0.29593 -0.2688 0.0573 -0.2520 0.33
C -0.50998 -3.56025 1.72188 -0.0238 0.6939 0.0946 0.76
S 1.38799 2.10176 -1.98302 -0.2750 -0.2015 0.3408 -0.32
H -5.54841 -2.15198 1.02040 0.1275 0.2396 0.3160 0.37
H -1.22288 2.91916 -0.12594 -0.0548 0.0873 0.1151 0.06
C 0.68796 3.52585 2.70304 -0.2518 0.0591 -0.7064 2.59
C -2.06096 2.60322 1.84540 -0.1674 -0.6211 -0.2542 0.97
H -0.02866 4.06018 4.65740 -0.1300 -0.4559 0.9299 0.44
H -0.94506 4.81358 3.36681 0.2514 -0.3014 0.0850 0.31
H 0.60276 5.42921 3.82092 0.5129 -0.0044 -0.2104 0.45
C -0.48447 -4.47763 -3.53246 -0.1123 -0.0585 -0.2154 -0.85
H 0.89878 -1.77661 5.40086 0.4459 -0.5959 -0.0593 0.64
C 4.99491 2.68130 -3.27102 1.4634 0.3785 -0.1944 -0.38
C -0.44350 -0.55105 6.48976 0.9073 0.0667 -0.7333 -0.84
H 1.50869 5.11246 1.51174 -0.3632 0.2050 0.0161 0.51
C -1.90216 -1.28327 -5.56598 0.9145 -0.8081 0.7889 -0.91
H 3.20677 3.33291 -0.46922 0.0794 -0.0236 -0.1933 0.12
C -3.75397 0.20569 -0.64158 0.5289 -0.7223 0.9180 -1.06
H 2.59536 3.97931 3.65074 -0.0438 -0.2534 -0.2974 0.46
C 3.82198 0.23111 1.27473 1.4162 -0.0095 -0.1113 0.34
Cl 4.93641 -2.97267 -3.51686 -0.3093 -0.0108 0.3674 -0.28
S 0.84266 -1.05329 -7.07518 0.6449 -0.5475 -0.3319 -0.54
H -3.20521 3.71679 -1.13089 -0.2122 0.1326 -0.2980 0.41
C 0.06515 4.48888 3.68592 -1.2281 0.6457 -0.3276 -1.93
C 2.97254 -2.11644 -1.61677 1.0902 -0.1060 -0.2751 0.55
H 6.03701 3.00306 -3.06167 -1.0742 -0.3548 -0.2110 0.39
H -5.84410 0.01364 -0.01752 0.1282 0.1400 -0.3373 0.35
H 2.05994 2.84461 -5.92538 -0.1236 0.0142 0.1949 -0.20
O 3.41235 -2.81679 -0.74830 0.6873 -0.9586 0.0406 -0.71
C 4.18621 3.15911 -0.90768 1.1695 0.4116 -0.1356 -0.95
C 0.31171 -4.68905 1.81033 -0.7648 1.0792 -0.1962 -0.73
H -3.32479 2.21858 3.51581 -0.1151 -0.0240 0.4963 0.22
H -3.01965 -6.12253 -2.06637 0.3176 0.1556 0.1870 0.35
C 2.04699 3.10868 3.24229 0.7162 0.6518 -0.8428 -1.69
C 0.80116 4.28200 1.34785 1.3228 -0.1254 0.7145 -1.75
H -5.40978 3.65082 0.04951 -0.5881 0.0173 -0.1734 0.46
N 4.03392 2.69394 -2.29741 -0.3217 -0.0909 0.6445 0.27
C -0.27337 1.77819 -4.68577 -0.8437 -0.6228 0.0027 -0.79
C 0.20899 -0.00599 -5.92627 -0.5926 -1.1573 -0.3189 0.06